A molecular structure, C22H40IrN3O3P3, computed with the ωB97M-V functional and the def2-TZVPD basis.

Geometry as XYZ:
```
72
Properties=species:S:1:pos:R:3:forces:R:3:lowdin_spin:R:1
P 3.98122 -2.33321 -0.06340 3.9 1.6 2.1 0.648
C 4.26231 -2.16687 1.75283 -1.5 -0.5 0.3 0.094
H 5.34673 -2.16839 1.89897 -0.1 -0.2 -0.2 0.022
H 3.79682 -3.01999 2.25368 0.4 0.0 0.1 0.002
H 3.84979 -1.26534 2.21138 -0.2 0.1 -0.3 0.000
C 5.46136 -3.35488 -0.42894 -1.0 -1.2 -1.6 0.094
H 5.64539 -3.35929 -1.51587 0.1 -0.1 0.4 -0.001
H 5.30805 -4.39283 -0.10705 0.2 0.3 0.0 0.000
H 6.29901 -2.89467 0.09033 -0.1 0.1 0.1 0.021
C 4.61436 -0.66994 -0.55711 -1.3 0.4 -0.7 0.096
H 5.70887 -0.67972 -0.47273 -0.2 -0.3 0.0 0.020
H 4.20754 0.12919 0.08574 0.0 -0.5 -0.2 0.000
H 4.34089 -0.47708 -1.60024 0.3 0.2 0.1 0.003
P -1.40689 3.95865 -0.21879 -1.4 2.0 -0.1 0.623
C -1.33926 4.36168 1.53501 0.7 -0.9 0.0 0.097
H -2.13734 5.07484 1.75772 0.0 0.0 -0.1 0.023
H -0.34947 4.78983 1.72955 -0.2 0.0 0.2 -0.001
H -1.46876 3.43317 2.10956 0.0 0.4 0.1 0.003
C -0.98973 5.44069 -1.17848 0.7 -0.7 -0.3 0.089
H -1.09413 5.20474 -2.24233 0.0 0.2 0.1 0.001
H 0.02181 5.77719 -0.98158 0.1 0.2 0.0 0.000
H -1.73074 6.19919 -0.91029 0.1 0.0 0.1 0.023
C -3.13849 3.79891 -0.74724 0.3 -1.2 0.1 0.087
H -3.59958 4.77585 -0.56132 0.0 -0.1 -0.1 0.021
H -3.65699 3.01828 -0.18017 0.0 0.2 -0.2 0.000
H -3.13374 3.54945 -1.81902 -0.3 0.2 0.3 0.001
P -2.68451 -2.68796 0.43621 -0.8 -0.2 2.6 0.139
C -3.30533 -3.26946 2.06981 -0.2 0.0 -0.1 0.062
H -4.34995 -3.59431 1.95802 0.2 0.2 0.0 0.005
H -3.25426 -2.50156 2.85388 0.1 -0.1 -0.4 0.001
H -2.72453 -4.14565 2.36990 0.0 0.1 0.0 0.004
C -4.09116 -2.71507 -0.68016 0.1 0.5 -0.3 0.002
H -4.62667 -3.67217 -0.56476 0.4 0.2 0.2 -0.001
H -3.73628 -2.65159 -1.70132 -0.1 0.1 -0.3 0.002
H -4.79499 -1.90073 -0.46754 0.2 -0.2 0.0 0.001
C -1.41036 -3.85612 -0.00618 0.1 0.5 -0.4 0.016
H -1.88857 -4.81982 -0.19068 0.0 0.0 0.1 0.000
H -0.71331 -3.93400 0.82688 0.1 -0.1 -0.1 0.001
H -0.92294 -3.50198 -0.91034 0.2 -0.2 -0.1 0.006
Ir 0.27156 0.19564 -2.40168 -0.7 -0.7 5.5 1.065
C 0.72294 0.74114 -0.63725 1.3 1.6 3.4 0.246
O 0.98550 1.01295 0.44798 -0.3 -0.5 -2.1 0.175
C -1.87462 -1.06407 0.50594 -0.7 -2.2 -1.9 0.489
O -1.48932 -0.00105 0.74081 -0.3 1.0 0.7 0.313
C -1.23326 0.28860 -3.89585 -1.6 0.1 -0.9 0.086
C -0.53292 -0.91893 -3.96757 -1.1 -1.4 -1.4 0.073
C 0.86106 -0.90988 -4.04259 1.0 -1.4 -1.8 0.089
C 1.57716 0.30092 -4.04871 1.3 0.3 -1.2 0.069
C 0.86242 1.51487 -3.97305 0.9 1.4 -1.3 0.064
C -0.54124 1.50895 -3.91982 -0.5 1.0 -0.7 0.075
H -2.31388 0.28786 -3.74917 0.3 0.0 -0.1 0.011
H -1.07067 -1.86083 -3.87710 0.2 0.2 -0.1 0.012
H 1.39675 -1.85140 -4.05139 0.0 0.1 0.0 0.012
H 2.67094 0.29629 -4.06723 -0.5 0.0 0.0 0.006
H 1.40056 2.46730 -3.96516 -0.2 -0.4 0.1 0.003
H -1.09346 2.44450 -3.85757 0.2 -0.2 0.1 0.006
C 2.93833 -1.60955 5.16594 0.8 -0.1 0.1 0.000
N 1.57361 -1.33572 4.76826 0.1 0.2 0.0 0.000
C 0.55825 -1.92958 5.42944 -0.5 0.4 0.0 0.000
C -0.71972 -1.60635 5.08790 -0.4 -0.3 0.0 0.000
C -0.89282 -0.67813 4.02441 -0.4 -0.4 0.5 0.000
N 0.08435 -0.16626 3.33349 0.7 0.4 -0.4 0.001
C 1.37647 -0.42356 3.70003 0.7 0.0 0.1 0.000
O 2.37422 0.08055 3.16942 -1.0 -0.6 0.1 0.001
N -2.17999 -0.32519 3.63835 0.0 0.0 0.2 0.002
H 3.44966 -2.15659 4.37364 0.0 0.0 0.1 0.000
H 2.94993 -2.20829 6.07104 -0.1 -0.1 0.0 0.000
H 3.50970 -0.69973 5.35807 -0.3 0.0 -0.1 0.000
H 0.81776 -2.61777 6.24524 -0.1 0.3 -0.5 0.000
H -1.58801 -2.05372 5.56106 0.3 0.1 0.1 0.000
H -2.84955 -0.26720 4.40194 0.1 -0.1 -0.2 0.000
H -2.18288 0.49597 3.04625 0.0 -0.1 0.2 0.000
```
Forces are in eV/Å.

Summary:
orbital gap (spin up / spin down)	6.35 / 3.75	eV
molecular weight	679.7	g/mol
F_max	0.1091	hartree/bohr
charge	+4
spin multiplicity	6
total energy	-2379.02728	Eh
ΔE to the lowest compared entry with this formula, charge and spin	0.00	kJ/mol

A molecular structure, C22H41AlBr2CaClF3ILiN2O12S2Si, computed with the ωB97M-V functional and the def2-TZVPD basis.

Geometry as XYZ:
```
90
Properties=species:S:1:pos:R:3:forces:R:3:lowdin_charge:R:1
C 3.21336 1.81366 -0.25521 -0.2 0.3 0.1 -0.063
C 3.00109 2.74735 -1.22691 0.7 -0.8 -0.6 -0.221
Si 1.51901 2.57773 -2.29524 0.3 -0.7 -1.4 0.593
C 1.65619 3.27702 -4.04108 0.0 0.0 0.2 -0.335
C 2.49126 2.52123 -5.07254 -0.6 0.4 0.1 -0.365
C 1.89343 1.18056 -5.45839 0.8 0.0 0.1 -0.593
I 0.41499 1.42668 -6.99344 -0.2 -0.2 0.0 0.845
C -0.02012 3.28186 -1.43328 0.8 0.6 1.0 -0.424
C -0.41011 2.56816 -0.12476 0.3 0.6 -0.8 -0.172
C -1.36019 1.40070 -0.26833 -0.1 0.3 1.8 -0.590
F -2.55753 1.79368 0.17760 -0.4 -0.1 -0.4 -0.022
Br -1.74646 0.95142 -2.23282 1.0 0.4 -0.1 0.793
C -0.97031 0.05101 0.48750 -1.0 -0.7 -0.8 -0.923
F 0.23773 0.13953 0.98032 0.5 0.4 0.2 0.088
F -0.98275 -0.97974 -0.40278 0.3 0.1 -0.2 -0.074
Br -2.24592 -0.46034 1.82778 0.1 0.2 0.2 0.949
H 3.45869 0.77937 -0.47468 -1.7 -0.6 0.0 0.075
H 3.17320 2.08807 0.79595 1.7 0.3 0.2 0.071
H 3.67961 3.59670 -1.29728 -1.2 1.2 1.2 0.079
H 1.23305 1.10482 -2.41018 0.0 0.0 0.2 0.006
H 0.64644 3.43450 -4.42956 -0.2 0.1 0.0 0.036
H 2.06626 4.27564 -3.91528 0.0 0.2 0.0 0.055
H 3.52943 2.43546 -4.76256 0.1 -0.3 0.2 0.119
H 2.50604 3.13747 -5.96849 0.4 0.1 -0.2 0.078
H 1.43101 0.63392 -4.64757 -0.3 0.1 0.1 0.015
H 2.65825 0.53457 -5.87164 -0.1 -0.1 -0.4 0.055
H -0.84725 3.40436 -2.11873 -0.3 0.0 -0.1 -0.008
H 0.21622 4.38881 -1.12328 0.0 -1.3 -0.2 -0.016
H 0.50040 2.32781 0.41360 0.0 -0.5 0.0 0.106
H -0.94052 3.28346 0.49789 -0.3 -0.1 0.1 0.148
Li -0.41417 4.12253 -6.97182 -0.6 0.6 0.8 0.664
C 2.32919 -5.20906 4.26559 0.0 -0.1 0.2 -0.019
O 2.50574 -4.78996 2.89828 0.1 -0.1 0.0 0.023
C 1.53928 -4.04536 2.40946 0.1 0.0 0.1 -0.622
O 0.53905 -3.68174 2.97546 -0.1 0.1 0.0 0.115
O 1.85098 -3.73383 1.13964 0.0 0.0 -0.1 0.013
C 0.87762 -2.92171 0.50429 0.1 -0.2 -0.2 -0.074
H 3.19798 -5.80554 4.51998 0.1 0.0 -0.1 0.101
H 2.28149 -4.34535 4.92369 -0.1 0.0 0.0 0.101
H 1.43601 -5.81545 4.37442 -0.1 0.1 0.0 0.081
H 0.77712 -1.98504 1.02943 -0.1 0.0 0.2 0.059
H -0.08387 -3.43325 0.45223 0.0 0.0 0.1 0.098
H 1.23338 -2.72804 -0.50603 0.1 -0.1 0.0 0.097
C -5.50342 2.77454 -4.43016 0.1 -0.6 -0.4 -0.101
C -4.87120 1.82156 -5.41788 -0.1 0.6 0.0 -0.563
O -3.93556 2.06901 -6.13268 0.2 -0.5 -0.1 0.090
N -5.39723 0.50536 -5.45558 0.8 -0.5 1.2 -0.068
C -6.50193 -0.05499 -4.66727 0.4 0.2 -0.5 -0.091
H -4.99641 3.73219 -4.44265 -0.2 -0.3 0.0 0.041
H -6.57712 2.99111 -4.62924 0.7 -0.3 0.8 -0.125
H -5.43576 2.36333 -3.41445 -0.4 0.1 0.1 0.091
H -4.92936 -0.09687 -6.12439 -0.4 0.1 -0.4 0.141
H -6.10533 -0.89869 -4.07963 -0.5 -0.3 0.2 0.050
H -7.28084 -0.44675 -5.31883 -0.1 -0.2 0.2 0.105
H -6.93258 0.68502 -3.99522 0.1 0.1 0.0 0.097
Cl 0.11569 5.67619 -2.51663 -0.3 1.0 -0.7 0.325
Al -8.18386 3.27003 -6.07973 -0.1 1.0 0.9 1.058
O -3.95039 4.72911 -5.63927 -0.1 0.5 -0.4 -0.243
S -2.99712 5.26319 -4.67369 1.6 -0.1 0.9 0.237
O -2.88052 4.37392 -3.49843 -0.4 -0.6 0.0 -0.316
O -3.42514 6.57527 -4.20414 -0.1 0.2 -0.3 -0.149
O -1.64684 5.34163 -5.29455 0.4 -0.2 -1.0 -0.400
O 0.84069 -6.51662 6.73305 0.2 0.0 0.0 -0.283
S -0.06187 -6.38063 7.83831 -0.4 -0.1 0.0 0.562
O 0.42928 -5.97153 9.11304 0.2 0.1 0.1 -0.262
O -0.88800 -7.71979 7.98791 -0.1 -0.1 0.0 -0.262
C -0.15262 -8.96221 8.13122 0.3 -0.5 0.1 -0.241
C 0.46896 -9.12498 9.50226 0.0 0.3 0.1 -0.070
C -1.40554 -5.34243 7.38284 -0.1 0.0 -0.1 -0.120
H 0.59590 -9.03394 7.34126 0.0 0.2 0.0 0.114
H -0.88575 -9.74586 7.95674 -0.2 0.2 -0.1 0.122
H 1.24768 -8.38505 9.67770 0.0 0.0 0.0 0.072
H 0.91494 -10.11517 9.59075 -0.1 0.0 0.0 0.085
H -0.28234 -9.00069 10.28121 0.0 -0.1 0.0 0.087
H -1.79621 -5.66966 6.42365 0.0 0.0 0.0 0.073
H -1.01294 -4.33079 7.31102 0.0 0.0 0.0 0.076
H -2.16488 -5.39746 8.15761 0.0 0.0 0.0 0.077
N 5.98432 3.09345 1.00756 0.1 0.1 0.0 -0.006
C 7.03641 3.70606 0.37764 -0.1 0.0 0.0 -0.143
C 7.81297 4.29445 1.33685 0.0 0.0 0.0 -0.102
C 7.21079 4.02402 2.59618 0.0 0.0 0.0 -0.102
C 6.08765 3.28055 2.36136 -0.1 0.0 0.0 -0.142
H 5.25256 2.58572 0.54899 0.1 0.0 0.0 0.077
H 7.14077 3.67059 -0.69326 0.0 0.0 0.0 0.102
H 8.71418 4.85567 1.15920 0.0 0.0 0.0 0.095
H 7.56503 4.33961 3.56241 0.0 0.0 0.0 0.095
H 5.35688 2.87069 3.03742 0.0 0.0 0.0 0.102
O -7.27888 4.31842 -3.29614 -0.3 -1.0 -1.0 -0.454
H -7.00139 4.83517 -2.53373 -0.3 0.3 -0.2 -0.074
Ca -3.80798 -0.19542 -3.24985 -1.3 0.2 -0.9 1.399
```
Forces are in eV/Å.

Summary:
orbital gap	1.55	eV
molecular weight	1071.0	g/mol
F_max	0.0401	hartree/bohr
charge	+2
spin multiplicity	1
total energy	-10093.22508	Eh